(1)
C34H35HfNP2 as an isolated structure in a non-equilibrium geometry. Source: the OMol25 dataset; level of theory: ωB97M-V with the def2-TZVPD basis set.

Results
- Charge: +4
- Frontier orbital gap (alpha / beta): 4.26 / 4.26 eV
- Maximum force: 3.197 eV/A
- 2S+1: 1
- HOMO (alpha / beta): -19.21 / -19.21 eV
- Total energy: -57155.383 eV

Element x y z (Å)
Hf 1.47 -0.72 0.83
C -0.55 -3.93 -0.60
C 0.79 -3.27 -0.52
C 1.42 -2.25 -1.29
C 2.77 -1.75 -0.99
C 3.57 -0.96 -2.04
C 3.36 -2.04 0.28
C 2.76 -3.09 1.07
C 3.19 -3.20 2.54
C 1.46 -3.53 0.71
H -0.72 -4.33 0.42
H -0.51 -4.78 -1.31
H -1.48 -3.40 -0.86
H 0.91 -1.78 -2.20
H 3.00 -0.19 -2.49
H 4.01 -1.64 -2.77
H 4.44 -0.47 -1.51
H 4.29 -1.54 0.62
H 2.32 -3.39 3.17
H 3.62 -2.19 2.73
H 3.93 -3.99 2.77
H 0.98 -4.27 1.37
C -2.12 2.49 0.20
N -1.16 1.35 0.15
P 0.09 1.35 -1.09
C 0.21 2.77 -2.23
C 0.24 2.41 -3.61
C 0.33 3.39 -4.61
C 0.50 4.76 -4.28
C 0.44 5.11 -2.94
C 0.39 4.15 -1.92
C 1.64 1.61 -0.07
C 1.70 1.39 1.37
C 2.96 0.89 1.91
C 4.14 1.17 1.20
C 4.12 1.77 -0.09
C 2.90 1.98 -0.72
P -1.25 -0.24 0.84
C -2.24 -0.01 2.35
C -1.68 -0.44 3.55
C -2.22 0.01 4.77
C -3.37 0.83 4.70
C -4.07 1.07 3.53
C -3.54 0.57 2.30
C -2.39 -1.22 -0.24
C -3.25 -2.14 0.38
C -4.32 -2.72 -0.32
C -4.58 -2.25 -1.63
C -3.70 -1.39 -2.27
C -2.58 -0.90 -1.60
H -3.02 2.26 -0.40
H -1.63 3.33 -0.28
H -2.40 2.74 1.22
H 0.15 1.32 -3.89
H 0.21 3.08 -5.67
H 0.78 5.49 -5.01
H 0.46 6.15 -2.65
H 0.56 4.41 -0.86
H 0.94 1.80 2.05
H 3.01 0.51 2.93
H 5.11 0.86 1.61
H 5.02 2.11 -0.62
H 2.90 2.32 -1.75
H -0.78 -1.08 3.52
H -1.70 -0.23 5.73
H -3.59 1.40 5.58
H -5.00 1.55 3.51
H -4.07 0.65 1.37
H -3.09 -2.35 1.43
H -4.97 -3.42 0.17
H -5.48 -2.61 -2.11
H -3.78 -1.15 -3.31
H -1.92 -0.22 -2.13


(2)
A 3-piece molecular cluster, C4H9NO2 overall. Source: the OMol25 dataset; level of theory: ωB97M-V with the def2-TZVPD basis set.

Results
- Frontier orbital gap: 8.92 eV
- Maximum force: 0.867 eV/A
- Energy relative to the best compared isomer or geometry (same formula, charge and spin): 103.81 kcal per mole
- 2S+1: 1
- HOMO: -8.60 eV
- Total energy: -9875.559 eV

Element x y z (Å)
C 2.33 0.61 -0.69
N 1.95 -0.47 -1.31
O 1.55 -0.51 1.04
H 1.72 -0.80 1.95
H 1.08 -0.43 -1.84
H 2.01 -1.27 -0.65
H 3.20 0.57 -0.05
H 1.95 1.57 -1.04
C -1.12 -0.18 -0.53
C -2.42 0.20 0.05
C -2.56 0.28 1.37
O -0.90 -0.16 -1.73
H -0.32 -0.44 0.20
H -3.22 0.44 -0.64
H -3.51 0.53 1.84
H -1.73 0.07 2.03